1.
The following is a quantum chemistry calculation of a single C5H5FO2 molecule, from the OMol25 dataset.

Each line ends with the Löwdin charge.
Positions of all 13 atoms, in Å:
C: -2.195 -0.042 0.287  0.029
C: -1.102 -0.591 -0.237  -0.130
C: 0.255 -0.026 -0.123  -0.130
C: 0.425 1.292 -0.191  -0.044
F: 1.628 1.899 -0.052  0.019
C: 1.376 -1.030 0.006  -0.466
O: 1.153 -2.210 -0.087  0.122
O: 2.621 -0.571 0.227  0.134
H: -3.167 -0.500 0.170  0.058
H: -2.124 0.871 0.903  0.072
H: -1.157 -1.523 -0.773  0.109
H: -0.340 2.036 -0.385  0.135
H: 2.625 0.397 0.256  0.091

calculated total energy: -12077.4614 eV
max |F|: 0.75 eV Å⁻¹
orbital gap: 0.369 Eh
ΔE to the lowest compared entry with this formula, charge and spin: 41.2 kJ/mol
SMILES string: C=C/C(=C/F)C(=O)O
HOMO energy: -9.9 eV
LUMO energy: 0.17 eV



2.
The following is a quantum chemistry calculation of 2 unconnected molecules or ions with the total composition C7H16OS, from the OMol25 dataset.

Each line ends with the Löwdin charge.
Positions of all 25 atoms, in Å:
C: -0.915 2.496 1.745  -0.118
C: -0.800 1.139 1.152  -0.847
C: -1.703 0.862 -0.005  -0.100
C: -1.030 0.122 2.334  -0.094
S: 0.945 0.845 0.590  0.859
O: 0.968 2.057 -0.449  -0.506
H: -0.663 3.258 1.060  0.064
H: -1.897 2.575 2.178  0.090
H: -0.280 2.578 2.611  0.076
H: -2.580 0.641 0.447  0.034
H: -1.419 -0.142 -0.546  0.120
H: -1.729 1.769 -0.583  0.083
H: -2.039 0.078 2.662  0.064
H: -0.542 -0.841 1.878  0.096
H: -0.362 0.445 3.171  0.081
H: 1.826 2.579 -0.184  0.103
C: 1.775 -1.194 -2.737  -0.045
C: 1.911 -2.239 -1.913  -0.280
C: 0.747 -3.060 -1.379  -0.127
H: 2.594 -0.845 -3.265  0.014
H: 0.741 -0.710 -2.896  0.089
H: 2.980 -2.674 -1.782  0.118
H: -0.151 -2.514 -1.590  0.036
H: 0.735 -3.914 -2.199  0.115
H: 0.886 -3.311 -0.299  0.076

calculated total energy: -20398.3578 eV
max |F|: 4.70 eV Å⁻¹
orbital gap: 0.319 Eh
ΔE to the lowest compared entry with this formula, charge and spin: 291.7 kJ/mol
SMILES string: CC(C)(C)SO.C=CC
HOMO energy: -8.1 eV
LUMO energy: 0.56 eV



3.
The following is a quantum chemistry calculation of 5 unconnected molecules or ions with the total composition C40H62Cl2N2O17S5, from the OMol25 dataset.

Each line ends with the Löwdin charge.
Positions of all 128 atoms, in Å:
C: 5.733 2.336 -1.273  -0.135
C: 4.898 2.140 -2.522  -0.710
Cl: 5.924 2.323 -3.971  0.695
C: 4.228 0.751 -2.513  -0.157
C: 3.136 0.736 -1.487  -0.093
C: 3.193 0.091 -0.313  -0.097
C: 4.343 -0.773 0.132  -0.105
C: 4.400 -2.106 -0.629  -0.121
C: 3.198 -3.002 -0.424  -0.210
C: 3.358 -4.202 0.267  -0.037
C: 2.289 -5.066 0.449  -0.083
C: 1.031 -4.764 -0.047  -0.088
C: 0.848 -3.565 -0.726  -0.077
C: 1.927 -2.713 -0.913  -0.039
C: 2.083 0.186 0.665  -0.280
O: 2.195 -0.276 1.779  0.125
C: 0.813 0.853 0.264  -0.071
C: -0.248 0.828 1.146  0.056
C: -1.463 1.413 0.819  -0.119
C: -2.633 1.387 1.773  -0.145
C: -2.476 0.498 2.991  -0.290
N: -3.460 0.865 4.005  0.002
C: -1.584 2.014 -0.444  -0.114
C: -2.902 2.634 -0.857  -0.118
C: -3.626 1.944 -2.033  -0.162
C: -3.522 0.416 -2.000  -0.222
C: -4.567 -0.201 -1.081  -0.257
S: -4.715 -1.966 -1.361  0.358
O: -4.603 -2.260 -2.754  -0.319
O: -5.891 -2.444 -0.703  -0.345
Cl: -3.060 -2.751 -0.438  0.421
C: -0.501 2.051 -1.325  -0.112
N: -0.684 2.735 -2.594  0.202
C: -0.792 1.952 -3.518  -0.340
O: -0.910 1.239 -4.395  0.241
C: 0.729 1.474 -0.973  -0.011
C: 1.920 1.516 -1.866  -0.251
O: 1.936 2.162 -2.891  0.120
H: 6.240 3.295 -1.280  0.069
H: 5.116 2.308 -0.377  0.085
H: 6.507 1.575 -1.181  0.077
H: 4.156 2.928 -2.517  0.093
H: 3.838 0.523 -3.500  0.122
H: 5.012 0.054 -2.249  0.102
H: 4.277 -0.954 1.198  0.118
H: 5.260 -0.216 -0.045  0.109
H: 4.547 -1.974 -1.699  0.115
H: 5.267 -2.652 -0.265  0.113
H: 4.332 -4.452 0.663  0.109
H: 2.429 -6.001 0.972  0.101
H: 0.187 -5.425 0.083  0.099
H: -0.115 -3.275 -1.118  0.072
H: 1.779 -1.791 -1.461  0.108
H: -0.071 0.318 2.077  0.114
H: -3.555 1.166 1.243  0.087
H: -2.758 2.408 2.148  0.137
H: -2.566 -0.547 2.663  0.115
H: -1.494 0.641 3.431  0.106
H: -3.418 0.156 4.722  0.054
H: -4.378 0.811 3.584  0.053
H: -3.602 2.715 -0.039  0.100
H: -2.685 3.661 -1.155  0.125
H: -4.685 2.187 -1.930  0.113
H: -3.338 2.324 -3.004  0.101
H: -2.534 0.041 -1.734  0.108
H: -3.718 0.044 -3.002  0.111
H: -5.569 0.182 -1.243  0.119
H: -4.292 -0.129 -0.030  0.078
C: 8.698 2.625 -11.018  -0.075
C: 8.002 3.481 -9.979  -0.254
O: 7.731 2.757 -8.763  -0.263
S: 8.942 2.515 -7.758  0.569
C: 7.985 2.001 -6.376  -0.177
O: 9.563 3.773 -7.479  -0.275
O: 9.723 1.412 -8.228  -0.276
H: 9.708 2.363 -10.704  0.071
H: 8.765 3.165 -11.964  0.080
H: 8.153 1.695 -11.177  0.084
H: 8.578 4.381 -9.753  0.114
H: 7.030 3.801 -10.348  0.120
H: 7.366 2.831 -6.054  0.017
H: 8.678 1.715 -5.588  0.077
H: 7.378 1.148 -6.669  0.076
C: 7.204 2.193 4.065  -0.071
C: 7.632 3.473 3.376  -0.249
O: 8.976 3.395 2.855  -0.262
S: 9.200 2.587 1.506  0.567
C: 10.827 3.163 1.165  -0.119
O: 8.293 3.086 0.517  -0.278
O: 9.249 1.188 1.797  -0.272
H: 7.102 1.374 3.353  0.069
H: 6.242 2.337 4.558  0.082
H: 7.943 1.891 4.807  0.085
H: 6.942 3.746 2.577  0.113
H: 7.646 4.295 4.089  0.121
H: 10.789 4.233 0.982  0.076
H: 11.175 2.636 0.280  0.078
H: 11.463 2.932 2.015  0.076
C: -7.654 -2.795 6.411  -0.069
C: -6.297 -3.298 5.964  -0.245
O: -6.252 -3.558 4.543  -0.256
S: -6.121 -2.323 3.558  0.578
C: -5.715 -3.235 2.108  -0.128
O: -4.994 -1.529 3.963  -0.292
O: -7.400 -1.711 3.383  -0.267
H: -7.859 -1.803 6.011  0.075
H: -7.696 -2.737 7.500  0.084
H: -8.444 -3.456 6.056  0.071
H: -5.501 -2.605 6.240  0.112
H: -6.075 -4.252 6.439  0.121
H: -4.757 -3.726 2.257  0.073
H: -5.655 -2.529 1.282  0.019
H: -6.503 -3.960 1.921  0.086
C: -11.439 -2.262 1.923  -0.069
C: -12.314 -1.525 2.918  -0.247
O: -12.746 -2.373 4.005  -0.262
S: -11.691 -2.693 5.148  0.559
C: -12.822 -3.356 6.321  -0.121
O: -11.158 -1.462 5.645  -0.272
O: -10.821 -3.736 4.701  -0.276
H: -10.481 -2.534 2.366  0.067
H: -11.246 -1.630 1.056  0.082
H: -11.923 -3.181 1.593  0.085
H: -11.809 -0.644 3.316  0.115
H: -13.228 -1.187 2.435  0.120
H: -13.507 -2.572 6.631  0.074
H: -12.238 -3.707 7.168  0.076
H: -13.356 -4.185 5.863  0.075

calculated total energy: -159493.4328 eV
max |F|: 2.52 eV Å⁻¹
orbital gap: 0.292 Eh
SMILES string: C[C@@H](Cl)CC1=C(CCc2ccccc2)C(=O)c2cc(CCN)c(CCCCS(=O)(=O)Cl)c(N=C=O)c2C1=O.CCOS(C)(=O)=O.CCOS(C)(=O)=O.CCOS(C)(=O)=O.CCOS(C)(=O)=O
HOMO energy: -9.2 eV
LUMO energy: -1.30 eV



4.
The following is a quantum chemistry calculation of 2 unconnected molecules or ions with the total composition CO4S2, from the OMol25 dataset.

Each line ends with the Löwdin charge.
Positions of all 7 atoms, in Å:
C: -2.171 -1.082 0.158  -0.004
O: 3.124 -0.643 -0.823  -0.481
O: -2.513 -0.427 -0.716  0.001
O: -1.182 0.572 1.091  -0.576
O: 1.101 0.751 -0.070  -0.815
S: 1.948 -0.636 0.025  0.912
S: -0.306 1.464 0.334  0.964

calculated total energy: -30893.6818 eV
2S+1: 3
max |F|: 2.24 eV Å⁻¹
orbital gap (alpha / beta): 0.320 / 0.351 Eh
ΔE to the lowest compared entry with this formula, charge and spin: 0.0 kJ/mol
⟨S²⟩: 2.008
HOMO energy (alpha / beta): -8.6 / -11.6 eV
LUMO energy (alpha / beta): 0.09 / -2.11 eV



5.
The following is a quantum chemistry calculation of a molecular structure, C36H30F4N5OPtSi, from the OMol25 dataset.

Each line ends with the Löwdin charge.
Positions of all 78 atoms, in Å:
Pt: 1.477 -0.570 -0.290  1.319
C: 0.828 -3.203 -3.158  0.012
C: 1.613 -2.829 -1.954  -0.213
C: 1.598 -3.593 -0.800  0.017
C: 2.349 -3.209 0.315  -0.217
C: 2.347 -4.013 1.565  0.012
C: 3.223 -2.080 0.229  -0.067
C: 3.416 -1.396 -0.995  -0.374
C: 4.555 -0.450 -1.212  -0.009
C: 2.434 -1.645 -1.991  -0.127
H: 1.487 -3.768 -3.828  0.127
H: 0.491 -2.328 -3.712  0.103
H: -0.018 -3.840 -2.908  0.089
H: 0.983 -4.482 -0.750  0.145
H: 3.240 -4.647 1.554  0.128
H: 1.481 -4.667 1.629  0.083
H: 2.418 -3.386 2.454  0.107
H: 3.866 -1.865 1.073  0.143
H: 5.394 -1.011 -1.629  0.120
H: 4.890 -0.002 -0.278  0.093
H: 4.299 0.330 -1.929  0.093
H: 2.487 -1.094 -2.922  0.139
C: 2.466 2.415 0.112  -0.175
Si: 1.682 1.961 1.770  0.520
C: 0.405 3.257 2.195  -0.135
C: 3.041 1.732 3.003  -0.129
N: 0.858 0.367 1.449  -0.119
C: -0.095 -0.101 2.263  -0.249
C: -0.357 0.528 3.525  -0.016
C: -1.391 0.139 4.319  -0.015
C: -2.250 -0.896 3.899  0.016
C: -2.027 -1.566 2.711  0.028
C: -0.949 -1.215 1.913  -0.169
O: -0.642 -1.831 0.748  -0.048
C: -1.358 -2.983 0.336  -0.280
C: -1.282 -4.149 1.079  -0.036
C: -1.939 -5.275 0.603  -0.033
C: -2.644 -5.221 -0.594  -0.041
C: -2.707 -4.036 -1.316  -0.047
C: -2.054 -2.899 -0.853  -0.010
H: 2.850 3.436 0.187  0.099
H: 2.225 2.382 -2.035  0.177
H: 3.338 1.787 -0.076  0.066
H: 0.631 4.192 1.675  0.047
H: 0.408 3.496 3.259  0.057
H: -0.609 2.950 1.938  0.039
H: 3.672 2.622 3.044  0.062
H: 3.677 0.888 2.729  0.041
H: 2.670 1.556 4.013  0.050
H: 0.295 1.323 3.859  0.088
H: -1.562 0.627 5.269  0.133
H: -3.092 -1.177 4.517  0.135
H: -2.688 -2.362 2.407  0.133
H: -0.754 -4.171 2.023  0.127
H: -1.906 -6.195 1.172  0.126
H: -3.155 -6.102 -0.957  0.124
H: -3.273 -3.992 -2.236  0.122
H: -2.096 -1.963 -1.394  0.124
F: -0.541 5.628 -2.735  0.197
C: -1.321 4.704 -2.248  -0.107
C: -2.666 4.814 -2.502  -0.111
F: -3.076 5.838 -3.192  0.208
C: -3.600 3.836 -2.053  0.031
C: -3.044 2.734 -1.318  -0.124
C: -1.712 2.613 -1.097  -0.128
F: -1.307 1.618 -0.330  0.124
C: -0.757 3.579 -1.558  0.028
C: 0.630 3.489 -1.373  -0.007
C: 1.570 2.301 -1.149  -0.376
N: 1.002 0.998 -1.206  0.015
C: 1.421 4.663 -1.495  -0.145
N: 2.154 5.552 -1.478  0.309
F: -3.839 1.826 -0.809  0.176
C: -4.973 3.953 -2.317  -0.037
C: -5.917 2.968 -1.926  -0.106
N: -6.682 2.166 -1.611  0.299
C: -5.535 5.046 -3.019  -0.101
N: -6.051 5.898 -3.600  0.319

calculated total energy: -69277.8610 eV
net charge: +3
2S+1: 5
max |F|: 0.41 eV Å⁻¹
orbital gap (alpha / beta): 0.178 / 0.166 Eh
⟨S²⟩: 6.165
HOMO energy (alpha / beta): -16.2 / -16.6 eV
LUMO energy (alpha / beta): -11.35 / -12.10 eV



6.
The following is a quantum chemistry calculation of a single C3H4O2S molecule, from the OMol25 dataset.

Each line ends with the Löwdin charge.
Positions of all 10 atoms, in Å:
C: -0.072 -1.719 -0.319  0.023
C: -0.249 -0.550 0.322  -0.143
C: 0.513 0.745 0.253  -0.437
O: 0.133 1.781 1.041  -0.377
O: 0.030 1.470 -1.087  -0.484
S: -0.867 2.405 -0.159  0.942
H: -0.778 -2.551 -0.149  0.069
H: 0.739 -1.787 -1.095  0.085
H: -1.132 -0.525 1.076  0.138
H: 1.682 0.732 0.118  0.185

calculated total energy: -18101.8841 eV
max |F|: 4.71 eV Å⁻¹
orbital gap: 0.288 Eh
ΔE to the lowest compared entry with this formula, charge and spin: 403.4 kJ/mol
HOMO energy: -8.1 eV
LUMO energy: -0.24 eV